Entry from the Open Molecules 2025 dataset: C31H44BBr3LiN4O3S as an isolated structure at a distorted geometry (wB97M-V/def2-TZVPD).

Atoms and positions in Å:
C  0.84  -3.87  0.04
O  3.06  1.06  -4.49
H  -2.90  -6.10  0.01
C  2.71  -1.84  -5.64
C  5.75  -3.17  1.14
C  0.40  -1.65  -4.74
C  -4.70  4.28  2.26
N  0.26  2.36  0.39
C  2.08  -1.38  -1.68
N  -3.82  4.13  3.24
C  1.09  -0.20  0.53
H  5.92  -1.46  -1.48
C  -0.72  -5.60  0.61
H  -5.19  2.59  0.75
H  0.85  4.15  0.46
H  -0.56  4.51  -4.04
H  0.28  -2.53  -5.49
C  -1.78  3.22  1.76
C  4.17  -2.40  -2.47
C  -4.87  5.78  1.67
H  4.76  -2.66  1.45
C  1.78  -0.05  -2.49
H  -6.01  2.46  2.48
C  1.70  -1.45  -0.16
H  0.41  -2.13  -3.70
H  -1.48  3.99  -2.47
H  -5.97  5.94  1.35
C  5.65  -3.42  -0.45
C  -1.24  3.72  -3.57
H  -0.76  -6.36  1.48
H  2.73  -1.73  -6.80
Br  -1.41  3.38  6.34
H  0.05  2.06  -4.57
H  1.85  2.83  -3.13
C  -2.26  -5.21  0.31
H  6.61  -2.45  1.41
H  -4.72  6.51  2.56
H  -3.86  1.54  8.27
H  -1.84  4.13  1.06
B  2.14  0.00  -4.06
C  -5.63  3.15  1.64
H  2.99  -3.24  0.23
C  5.01  -2.09  -1.14
C  -3.68  1.85  5.16
H  5.04  -4.34  -0.73
H  -6.57  3.69  1.24
H  -3.50  3.32  8.48
H  -0.56  -1.04  -4.83
O  0.07  -4.49  1.09
C  -0.63  0.96  2.53
O  1.23  3.27  0.73
Br  -5.45  0.96  5.11
C  -2.78  3.15  2.93
H  5.83  -4.12  1.76
C  1.15  1.17  -1.73
C  1.99  -2.85  0.60
H  4.44  -1.57  -3.23
H  4.61  -3.37  -2.92
H  1.28  -4.66  -0.67
H  1.90  -2.77  1.73
H  3.95  0.67  -4.61
C  -0.39  2.35  -3.54
H  -2.19  3.51  -4.15
H  -2.75  -4.76  1.25
H  6.73  -3.57  -0.81
H  3.77  -1.61  -5.27
C  -1.60  0.82  3.73
H  4.47  -1.47  -0.36
C  -3.97  2.56  7.76
N  2.70  -2.58  -2.26
N  1.65  -0.93  -5.12
H  -4.12  6.03  0.86
S  0.70  -0.34  2.34
H  -0.26  -6.16  -0.27
H  -2.30  -4.47  -0.57
H  2.29  -2.84  -3.17
H  -1.58  -0.03  4.50
H  2.51  -2.96  -5.45
C  0.79  1.13  -0.20
C  0.89  2.54  -2.56
C  -3.20  2.50  6.35
Li  -6.58  1.76  7.78
C  -0.66  2.13  1.52
C  -2.67  1.92  3.91
H  0.10  -3.26  -0.61
H  0.65  3.43  -1.88
Br  -1.56  0.85  -2.88
H  -5.08  2.84  7.62

Results
2S+1: 1
total charge: +1
HOMO energy: -0.33975 Ha

Löwdin atomic charge list, values in e, 2 entries:
1 C -0.197
2 O 0.045



Entry from the Open Molecules 2025 dataset: C37H24Cl2N6O2ReS as an isolated structure at a distorted geometry (wB97M-V/def2-TZVPD).

Atoms and positions in Å:
Cl  4.61  -2.53  6.25
C  -2.73  -2.72  -1.94
N  1.97  0.00  2.51
H  -4.29  4.30  0.39
C  3.46  3.21  -1.26
C  -2.06  4.48  3.62
N  -1.01  -1.23  -0.10
H  -2.54  -4.26  -0.35
O  -0.91  0.20  2.31
N  -5.07  -2.13  -6.70
C  2.80  -3.75  4.32
H  -2.48  4.60  4.60
C  -1.56  -2.45  0.23
H  -1.19  0.24  -1.45
C  -4.26  -3.17  -6.84
C  4.38  -0.45  -1.61
C  -3.56  -3.63  -5.74
H  -3.36  3.62  -1.99
O  0.83  -2.15  1.64
H  -1.43  -2.81  1.24
H  3.89  4.17  -1.43
C  3.63  0.75  -1.33
C  3.80  -1.68  -1.33
C  -5.45  -1.69  -5.54
H  2.22  -2.70  -0.32
C  2.22  -1.21  3.22
H  -3.73  5.12  2.50
H  -6.20  -0.94  -5.60
H  5.34  -0.27  -2.06
C  3.73  1.08  3.95
H  -2.80  -0.84  -3.04
H  4.93  -0.35  5.11
H  4.36  1.95  4.25
C  -2.37  -1.39  -2.16
C  -0.83  2.40  0.08
C  -2.76  4.64  2.46
C  -3.27  3.93  0.17
C  -1.51  -0.74  -1.27
C  -2.33  -3.25  -0.67
H  -1.09  2.48  -2.05
C  -2.81  3.46  -1.09
H  -2.68  -4.28  -5.77
H  4.25  -2.62  -1.66
C  -3.99  -3.18  -4.47
C  2.40  0.65  -0.68
C  -2.36  3.95  1.28
C  -4.91  -2.18  -4.37
C  1.50  -2.32  2.79
S  -3.22  -3.99  -3.15
H  3.05  -4.74  4.68
C  4.04  -0.17  4.53
C  1.91  -3.62  3.22
C  2.13  3.07  -0.83
H  1.47  3.93  -0.80
N  -0.31  3.39  2.32
H  -5.14  -1.66  -3.45
Re  0.42  -0.24  1.16
C  -1.13  3.21  1.29
Cl  1.64  -4.91  2.27
C  3.45  -2.61  4.83
C  1.63  1.87  -0.44
C  3.14  -1.29  4.31
H  5.05  2.18  -2.23
C  -0.78  3.80  3.46
C  2.69  1.11  3.02
H  -4.18  -3.49  -7.88
N  1.91  -0.65  -0.32
H  -0.28  3.59  4.39
C  4.13  2.09  -1.65
C  -1.50  2.84  -1.08
H  2.17  2.04  2.80
N  0.30  1.63  0.07
C  2.63  -1.72  -0.61

Results
2S+1: 4
relative energy (zero: lowest compared OMol25 entry of this formula, charge and spin): 0.00 kJ/mol
HOMO energy (spin up / spin down): -0.21056 / -0.26983 Ha

Löwdin atomic charge list, values in e, 2 entries:
1 Cl 0.595
2 C -0.447



Entry from the Open Molecules 2025 dataset: a 2-piece molecular cluster, C20H43O3P2S overall at a distorted geometry (wB97M-V/def2-TZVPD).

Atoms and positions in Å:
H  -1.84  -2.85  1.56
H  3.10  -0.78  0.24
H  4.06  -2.48  1.25
H  2.85  -4.13  -0.29
H  4.13  -3.96  -1.44
H  3.56  -1.77  -2.01
C  -0.58  -1.58  -0.57
C  3.58  -3.41  -0.67
C  1.25  -3.90  1.89
H  5.37  -2.43  0.05
H  2.47  3.11  1.33
C  -1.14  6.57  -2.51
C  2.85  -2.25  -1.32
S  -3.99  4.56  -3.09
H  1.11  -4.30  2.90
H  3.41  2.89  -0.15
C  -0.56  -5.65  1.55
O  0.00  6.78  -3.17
H  -2.01  -0.47  0.60
H  -3.83  -3.42  -0.69
C  0.50  -4.78  0.89
H  -2.06  2.80  -1.90
H  -2.20  -4.11  -0.63
H  1.66  -1.96  2.57
H  -3.38  -4.50  0.63
H  2.04  -2.64  -1.95
P  0.81  -1.33  0.52
H  -0.03  -2.31  2.48
O  -4.42  7.83  -1.59
H  -3.57  6.05  -0.22
H  1.43  0.47  1.96
H  -2.00  6.84  0.55
C  2.31  -1.16  -0.41
C  -1.56  5.53  -1.31
H  0.06  -4.19  0.09
H  1.21  -5.46  0.41
C  2.65  2.43  0.49
H  -3.49  3.86  -0.41
H  1.60  1.60  -1.19
H  -1.27  -5.06  2.13
C  4.55  -3.04  0.44
H  -0.58  1.31  -0.20
C  -1.99  -1.37  -0.02
H  -0.57  5.28  -0.73
C  0.24  1.53  0.49
C  -2.92  7.76  -1.53
C  0.90  -2.42  1.92
H  -0.27  0.13  2.01
H  -3.43  -2.15  1.38
H  -0.14  2.28  1.19
C  0.57  0.28  1.31
H  -4.73  7.89  -0.63
H  3.08  1.51  0.88
H  -1.12  -6.20  0.78
C  -2.56  -2.52  0.82
C  -3.01  -3.70  -0.02
H  4.98  -3.94  0.89
H  -0.51  -2.55  -1.07
H  -2.67  -1.18  -0.86
P  -2.75  4.08  -1.65
H  1.01  3.15  -0.67
C  1.38  2.18  -0.30
H  -2.59  8.80  -1.12
H  -0.10  -6.39  2.21
H  -0.45  -0.85  -1.38
C  -2.53  6.57  -0.47
O  -2.29  7.46  -2.84
H  2.10  -0.34  -1.10
H  2.32  -4.00  1.71

Results
2S+1: 1
total charge: +1
HOMO energy: -0.39410 Ha

natural (NBO) atomic charge list, values in e, 2 entries:
1 H 0.185
2 H 0.268



Entry from the Open Molecules 2025 dataset: C8H7N2O2 as an isolated structure at a distorted geometry (wB97M-V/def2-TZVPD).

Atoms and positions in Å:
H  1.27  1.23  -1.47
C  0.70  0.64  -0.76
H  -1.01  2.12  -0.12
C  -0.56  1.14  -0.02
O  -2.97  -3.49  2.41
H  0.99  -2.27  0.34
N  -1.82  -1.72  2.24
C  -0.01  -0.69  -1.07
O  -1.87  -3.17  0.56
C  -1.26  -0.20  -0.33
H  2.28  0.16  0.90
H  -0.01  -1.20  -2.03
C  0.55  -1.29  0.24
C  1.25  0.05  0.55
C  0.00  0.55  1.30
C  -0.69  -0.77  0.97
H  0.00  1.06  2.26
N  -2.21  -2.80  1.70
H  -2.28  -0.31  -0.68

Results
2S+1: 1
relative energy (zero: lowest compared OMol25 entry of this formula, charge and spin): 796.05 kJ/mol
total charge: -1
HOMO energy: -0.13689 Ha

natural (NBO) atomic charge list, values in e, 2 entries:
1 H 0.192
2 C -0.212



Entry from the Open Molecules 2025 dataset: C48H43AsCl2CrN5OS3 as an isolated structure at a distorted geometry (wB97M-V/def2-TZVPD).

Atoms and positions in Å:
H  0.60  -4.11  -4.30
N  0.75  -0.49  2.46
C  0.55  1.24  -5.50
S  0.28  -1.76  1.73
C  -3.66  -1.00  0.12
C  2.53  -4.42  -0.28
C  2.53  2.30  5.14
C  0.02  -4.08  -3.40
C  -1.35  -5.18  -1.75
H  4.15  -1.58  -1.22
C  -0.89  -2.85  -1.56
H  -1.83  -6.08  -1.38
C  -0.97  3.72  -2.57
C  2.55  3.67  4.90
C  -0.55  2.88  -3.64
H  5.79  2.40  -1.67
C  1.82  1.45  4.31
C  -0.84  3.12  -5.00
C  0.74  1.04  -4.13
C  1.60  -2.49  0.77
H  4.00  4.23  -1.92
H  0.86  -4.49  1.07
C  -1.45  -4.54  4.07
H  4.53  2.99  0.44
H  1.35  0.22  -3.75
H  1.87  5.26  3.63
C  -1.51  -3.99  -1.07
S  -1.00  -1.27  -0.72
Cr  0.22  1.63  -1.23
C  -2.18  4.99  -4.26
Cl  -2.42  5.81  -1.68
H  -5.06  1.41  3.87
H  3.62  1.60  1.09
H  -3.42  0.13  5.20
H  -1.08  -0.09  4.40
H  4.19  -4.04  -1.57
C  -1.82  4.78  -2.92
H  -4.40  2.44  1.73
C  -0.03  -2.97  2.98
H  -2.86  5.80  -4.49
H  1.94  -2.71  3.78
C  3.43  -2.22  -0.72
C  -0.44  -4.82  4.98
H  -2.03  -3.37  2.35
H  5.36  1.20  -2.90
H  0.62  3.74  2.11
C  0.79  -4.16  4.88
C  -4.99  -0.69  -0.12
C  -3.12  0.58  4.27
N  0.36  1.54  0.68
N  0.19  1.82  -3.21
H  -0.43  2.42  -7.00
H  -0.60  -5.54  5.76
C  3.60  2.43  0.38
C  -0.25  2.26  -5.94
As  3.30  1.81  -1.46
O  -0.54  3.43  -1.38
S  0.23  1.03  2.04
C  2.50  -1.66  0.13
H  1.58  -4.38  5.59
C  -1.46  1.06  2.63
C  1.85  4.20  3.82
H  5.60  0.70  -1.22
C  3.45  -3.60  -0.92
H  -2.35  -0.20  -2.91
H  -6.42  -0.02  -1.57
C  5.22  1.50  -1.86
H  -5.72  -0.81  0.67
H  2.55  -5.49  -0.43
C  -0.13  -2.88  -2.71
C  -3.10  -0.34  -2.14
C  -5.38  -0.23  -1.37
C  1.59  -3.86  0.57
H  3.18  3.55  -3.34
H  -0.47  -6.16  -3.44
H  2.23  4.06  -1.93
H  2.45  -0.59  0.28
C  -2.37  1.77  1.86
H  3.10  4.32  5.56
H  2.77  3.08  0.65
H  3.08  1.89  5.98
C  -2.73  -0.83  -0.89
H  1.03  0.57  -6.20
H  -2.11  -3.93  -0.17
H  1.79  0.38  4.48
C  -3.67  1.88  2.31
H  -3.33  -1.36  1.09
H  -2.40  -5.04  4.16
C  -4.05  1.30  3.51
H  -4.74  0.33  -3.34
C  1.00  -3.23  3.88
C  3.17  3.60  -2.25
H  -2.04  2.23  0.93
C  -1.70  4.21  -5.27
C  1.15  3.36  2.98
C  -1.81  0.46  3.83
C  -1.26  -3.61  3.07
H  0.34  -1.97  -3.06
Cl  -2.16  4.54  -6.91
N  -0.01  -0.34  -1.26
N  -1.03  -1.66  0.89
C  -0.59  -5.23  -2.91
C  1.14  1.99  3.23
C  -4.43  -0.04  -2.37

Results
2S+1: 5
relative energy (zero: lowest compared OMol25 entry of this formula, charge and spin): 54.49 kJ/mol
total charge: +1
HOMO energy (spin up / spin down): -0.32401 / -0.34154 Ha

Löwdin atomic charge list, values in e, 2 entries:
1 H 0.112
2 N -0.351



Entry from the Open Molecules 2025 dataset: C42H62CrN9PS as an isolated structure (wB97M-V/def2-TZVPD).

Atoms and positions in Å:
H  1.51  2.42  -1.11
H  1.92  -6.09  0.17
C  -1.83  1.01  -3.13
C  -2.48  2.09  -3.72
H  3.90  -1.01  1.57
H  4.16  -0.06  -0.41
H  -2.11  -1.03  -3.78
C  3.07  -0.01  -0.58
H  -2.39  -4.31  1.70
H  1.77  5.96  1.02
N  -2.23  5.16  0.16
H  2.75  -0.93  -1.07
N  0.07  0.24  2.38
C  -0.55  1.17  -2.56
C  3.71  6.63  -1.68
H  -2.45  -0.75  -2.09
H  0.24  3.51  5.61
N  0.08  0.08  -1.88
H  0.75  -1.83  -5.95
C  2.85  -3.77  -0.64
H  -0.64  -4.20  1.95
H  0.22  -5.73  0.46
C  3.36  6.35  -0.37
H  -2.82  -2.19  3.68
N  -1.61  -0.48  4.07
C  2.04  6.18  0.00
C  -0.87  5.10  0.10
H  -2.50  -2.77  -1.69
H  -0.86  -1.62  5.64
C  -2.54  -0.31  -3.08
H  0.61  6.67  -3.04
C  0.77  -4.49  -5.30
H  2.81  -4.16  -1.66
H  2.97  7.00  -3.66
C  0.15  1.97  4.14
H  -2.19  1.21  -0.78
H  -0.12  4.44  -3.33
H  3.46  3.35  2.80
C  0.30  -1.04  -2.65
H  0.87  -5.68  -1.18
C  2.52  2.96  3.19
S  -0.04  3.91  0.89
C  -2.61  4.50  -4.45
H  -3.64  4.58  -4.11
H  2.52  -0.72  2.63
H  -0.36  -2.20  4.04
C  1.39  6.58  -2.29
H  -0.76  1.53  4.53
P  0.24  -2.63  -0.35
H  -2.70  6.04  -0.01
H  -2.52  1.56  3.13
C  2.71  1.42  1.31
C  0.06  2.43  -2.66
C  0.63  -2.00  -4.88
C  1.50  -3.98  0.06
N  2.35  0.13  0.70
C  2.72  6.76  -2.64
H  -3.60  -0.19  -3.32
H  0.03  -4.47  -6.10
C  1.05  6.27  -0.98
H  0.48  -4.44  -2.61
H  -1.25  -4.52  -0.52
H  -3.67  -0.64  3.69
C  0.72  3.06  4.75
H  0.48  0.09  -4.48
H  0.61  -0.60  2.53
C  -2.87  -1.21  4.17
C  -1.89  3.35  -3.79
H  -2.11  5.45  -4.22
C  0.73  1.36  3.02
C  -1.36  -0.18  2.63
C  -0.56  -1.29  4.65
H  -3.47  1.94  -4.13
H  2.38  -1.89  1.30
H  -3.46  -3.35  -0.32
C  -1.34  -3.54  -0.03
H  -0.96  6.56  -1.30
N  -3.51  2.32  0.98
H  3.63  -4.31  -0.11
H  2.39  4.42  4.74
C  1.94  1.87  2.54
C  0.36  -2.36  -2.14
H  4.75  6.77  -1.95
H  1.66  -3.86  1.13
H  2.16  2.05  -2.72
H  -2.63  4.39  -5.53
H  -2.61  -1.81  -0.20
H  3.14  -2.73  -0.71
H  1.73  3.71  -2.28
C  2.81  -0.94  1.60
C  -0.62  3.49  -3.27
Cr  0.05  0.09  0.23
H  -1.62  -2.72  1.93
H  0.36  -0.73  4.76
N  -2.21  0.97  2.37
H  -2.66  4.51  0.79
C  -2.50  1.36  1.12
H  0.64  -5.42  -4.75
C  0.49  -3.44  -3.02
C  1.45  2.67  -2.17
H  -4.30  2.16  1.58
H  -3.13  -1.34  5.22
C  1.93  3.57  4.27
N  -0.33  6.11  -0.65
C  -2.55  -2.82  -0.60
H  1.76  -4.52  -5.76
N  -1.84  0.89  0.11
H  -3.78  2.44  0.02
H  2.84  0.81  -1.23
C  0.62  -3.30  -4.39
H  4.13  6.27  0.39
C  1.08  -5.45  -0.14
H  3.78  1.39  1.58
H  2.62  2.20  0.55
C  0.48  -0.91  -4.06
C  -1.50  -3.71  1.48

Results
2S+1: 5
relative energy (zero: lowest compared OMol25 entry of this formula, charge and spin): 13.62 kJ/mol
HOMO energy (spin up / spin down): -0.20272 / -0.20673 Ha

Löwdin atomic charge list, values in e, 2 entries:
1 H 0.016
2 H 0.082



Entry from the Open Molecules 2025 dataset: a 2-piece molecular cluster, C9H16NO overall at a distorted geometry (wB97M-V/def2-TZVPD).

Atoms and positions in Å:
H  3.13  -0.06  0.17
H  1.95  -0.16  -1.94
C  -2.90  -1.00  -1.45
H  -2.42  1.25  -0.15
H  2.49  0.94  1.40
C  -2.02  0.40  0.37
N  2.34  0.48  0.50
H  -1.12  1.68  1.87
C  -0.99  -1.76  0.08
C  -1.91  -0.83  -0.34
H  1.71  1.36  -2.77
H  1.50  -0.10  0.39
H  -2.65  -1.84  -2.10
C  2.19  1.51  -0.65
C  -0.37  -0.33  1.90
C  -1.22  0.68  1.49
H  1.67  2.36  -0.22
C  -0.17  -1.48  1.18
H  0.40  -2.31  1.59
H  3.21  1.79  -0.93
H  -3.90  -0.98  -1.04
H  -0.99  -2.77  -0.32
C  1.53  0.85  -1.83
H  -2.86  -0.15  -2.15
H  0.45  0.79  -1.66
H  0.34  -0.31  3.72
O  0.60  0.00  2.86

Results
2S+1: 1
relative energy (zero: lowest compared OMol25 entry of this formula, charge and spin): 50.88 kJ/mol
total charge: +1
HOMO energy: -0.45494 Ha

natural (NBO) atomic charge list, values in e, 2 entries:
1 H 0.434
2 H 0.216